(1)
Entry from the OMol25 dataset: a 9-piece molecular cluster, C27H54O27 overall in a non-equilibrium geometry (ωB97M-V/def2-TZVPD).

The geometry in ORCA input format:
```
! RIJCOSX wB97M-V def2-TZVPD def2/J DEFGRID3
* xyz 0 1
O -4.70 1.63 -3.44
H 5.48 -3.18 -0.39
H -1.25 6.13 -0.19
H 3.37 -0.67 -2.21
C 1.11 1.47 -6.25
O -2.67 1.13 -3.01
O -0.21 -4.00 4.69
O 2.72 1.07 -3.23
O 2.08 -4.94 -0.72
H -0.55 -1.95 -2.37
H 0.52 -1.50 -1.02
O 3.34 4.14 -2.22
C -1.31 1.41 -2.63
O 1.25 -0.32 -4.23
C 1.68 -6.27 -0.49
O 2.72 6.34 -2.17
H 1.71 3.19 -0.45
C -0.17 -5.32 5.18
H 1.62 0.90 -7.02
C 3.20 -4.54 -0.11
H 4.71 -2.89 1.14
H 3.47 0.83 -1.34
C 0.70 0.63 1.55
H -4.00 -5.43 6.92
H 0.16 0.98 -6.02
H 1.76 -0.86 5.41
H -5.45 -4.39 6.45
H -1.45 -5.32 1.89
C 0.67 -0.71 5.45
C 1.92 0.67 -4.21
C -1.48 1.42 1.27
O 0.94 -3.27 6.50
H -2.54 -5.36 0.39
O -3.27 3.26 -2.79
O -4.55 -2.07 5.43
C -1.71 -4.89 0.92
H 0.80 -5.66 5.55
H -2.57 -1.46 2.38
H -0.49 -6.02 4.41
H 2.76 -1.60 2.50
O -0.07 4.79 -3.67
H -0.90 -5.27 0.28
H -1.40 4.59 0.27
H 4.62 -1.63 -0.03
C 0.12 -2.33 -1.60
C 4.60 -2.72 0.06
H 0.18 6.51 -4.85
H -6.18 2.76 -4.44
H 0.89 2.47 -6.63
O 3.83 -5.23 0.62
H 3.28 3.46 0.44
H 2.31 -6.98 -1.02
C 3.30 6.58 -3.43
O -3.50 -4.05 5.61
H -0.90 5.21 -5.46
H 3.49 0.04 2.26
C -3.50 2.13 -3.13
C -2.69 -1.41 3.46
O 1.92 1.67 -5.10
H -0.90 -5.47 5.98
C 0.03 5.44 -4.93
O -2.82 -2.67 4.10
H -1.74 0.70 0.49
O 1.46 0.01 2.42
H 0.79 5.03 -5.59
O -1.86 -3.50 1.07
H -5.72 3.33 -2.82
C -1.54 5.18 -0.64
H -1.14 2.47 -2.83
O -0.50 -3.21 -0.66
C 2.28 3.83 0.21
C -5.84 2.45 -3.45
H 0.36 0.07 4.76
C -3.68 -2.83 5.07
O 3.43 -3.29 -0.48
C 0.35 -3.09 5.47
O -0.46 0.93 2.13
C 2.87 0.29 -2.07
H -0.71 0.87 -3.36
O -1.94 -1.59 -0.08
C 2.66 -0.63 2.02
H -1.02 1.03 -1.66
H 3.13 7.62 -3.71
C -4.38 -4.45 6.64
O 0.11 -1.90 4.90
H 1.87 0.26 -1.61
C 2.83 5.10 -1.72
H -1.31 2.38 0.79
H -2.36 1.44 1.91
H 2.77 -0.64 0.93
H 1.75 3.95 1.15
C -1.45 -2.66 0.11
H 0.67 -6.45 -0.87
O 0.99 0.91 0.41
H 0.41 -0.55 6.49
H -2.54 5.16 -1.05
H -3.64 -0.89 3.61
H -1.95 -0.78 3.95
H 0.96 -2.82 -2.09
O 2.36 5.07 -0.47
H 2.92 5.97 -4.26
C -0.63 5.51 -2.70
H -4.24 -3.83 7.53
O -1.17 6.57 -2.78
H 4.38 6.44 -3.43
O -0.54 4.76 -1.60
H 1.67 -6.50 0.57
H -6.65 1.86 -3.02
*
```

Values from the calculation:
Energy relative to the best compared isomer or geometry (same formula, charge and spin) (kcal per mole): 38.3
Structure (SMILES): COC(=O)OC.COC(=O)OC.COC(=O)OC.COC(=O)OC.COC(=O)OC.COC(=O)OC.COC(=O)OC.COC(=O)OC.COC(=O)OC
Orbital gap (eV): 10.970
M (u): 810.70
LUMO (eV): 0.419

Atomic partial charges in e from the Mulliken method, atoms 1 to 5: number 1, O, carries -0.35; number 2, H, carries 0.37; number 3, H, carries 0.38; number 4, H, carries 0.39; number 5, C, carries -0.70

---

(2)
Entry from the OMol25 dataset: C2H10BrN4 as an isolated structure in a non-equilibrium geometry (ωB97M-V/def2-TZVPD).

The geometry in ORCA input format:
```
! RIJCOSX wB97M-V def2-TZVPD def2/J DEFGRID3
* xyz 1 1
H -1.14 2.04 1.16
H -0.61 1.70 -1.92
C -0.20 1.38 1.17
H 0.69 2.04 1.41
N -0.18 0.65 -0.12
N -0.68 -1.39 0.98
N -0.37 -1.15 -1.38
H 1.88 -1.02 0.22
H -0.81 -2.01 -1.44
C -0.42 -0.61 -0.18
H 0.84 2.06 -1.18
H 2.54 -0.57 0.27
H -0.38 -1.20 1.89
H -0.39 0.63 1.96
N 0.11 1.38 -1.31
H -0.41 -0.60 -2.18
Br -0.48 -3.33 0.67
*
```

Values from the calculation:
Energy relative to the best compared isomer or geometry (same formula, charge and spin) (kcal per mole): 18.3
Orbital gap (eV): 9.243
M (u): 170.03
LUMO (eV): -4.784

Atomic partial charges in e from the Mulliken method, atoms 1 to 5: number 1, H, carries 0.35; number 2, H, carries 0.24; number 3, C, carries -0.85; number 4, H, carries 0.30; number 5, N, carries 0.40

---

(3)
Entry from the OMol25 dataset: C3H4N2O as an isolated structure in a non-equilibrium geometry (ωB97M-V/def2-TZVPD).

The geometry in ORCA input format:
```
! RIJCOSX wB97M-V def2-TZVPD def2/J DEFGRID3
* xyz 0 1
C 1.91 0.17 0.16
N 0.07 -1.54 0.68
N -2.07 -0.67 -0.27
O 0.16 1.49 -0.95
H -1.92 0.15 -0.85
H -2.83 -0.57 0.38
C 1.00 0.93 -0.33
H 2.19 -0.09 1.18
C -0.92 -1.13 0.27
H 2.40 1.27 -0.26
*
```

Values from the calculation:
Energy relative to the best compared isomer or geometry (same formula, charge and spin) (kcal per mole): 83.2
Orbital gap (eV): 10.292
M (u): 84.08
LUMO (eV): 0.609

Atomic partial charges in e from the Mulliken method, atoms 1 to 5: number 1, C, carries -0.64; number 2, N, carries -0.44; number 3, N, carries -0.52; number 4, O, carries -0.51; number 5, H, carries 0.29

---

(4)
Entry from the OMol25 dataset: one molecule with the formula C2H3N3O in a non-equilibrium geometry (ωB97M-V/def2-TZVPD).

The geometry in ORCA input format:
```
! RIJCOSX wB97M-V def2-TZVPD def2/J DEFGRID3
* xyz 0 1
N 2.31 1.15 1.18
H 1.18 0.17 -1.51
C 0.82 0.19 -0.49
H -1.57 0.96 -0.10
H -2.33 -0.55 0.34
N -1.50 -0.03 0.10
N 1.62 0.69 0.40
O -0.21 -1.89 0.13
C -0.32 -0.69 -0.05
*
```

Values from the calculation:
Energy relative to the best compared isomer or geometry (same formula, charge and spin) (kcal per mole): 37.5
Orbital gap (eV): 9.437
M (u): 85.07
LUMO (eV): 0.605

Atomic partial charges in e from the Mulliken method, atoms 1 to 5: number 1, N, carries -0.58; number 2, H, carries 0.35; number 3, C, carries -0.34; number 4, H, carries 0.23; number 5, H, carries 0.24

---

(5)
Entry from the OMol25 dataset: C4H6AgO4 as an isolated structure in a non-equilibrium geometry (ωB97M-V/def2-TZVPD).

The geometry in ORCA input format:
```
! RIJCOSX wB97M-V def2-TZVPD def2/J DEFGRID3
* xyz 1 1
C 0.39 -2.19 -1.62
H 0.03 -3.47 -3.25
H 0.97 -2.02 -3.63
C 0.25 2.27 2.33
C 0.11 -2.39 -3.05
H -0.81 -1.88 -3.36
O -0.38 -1.64 -0.84
H -1.19 3.84 1.72
O -0.45 1.40 1.79
O 0.16 0.26 1.00
C -0.34 3.65 2.40
H 1.20 2.00 2.80
H 1.38 -2.49 -1.22
O 0.03 4.41 3.25
Ag -1.35 -1.75 1.69
*
```

Values from the calculation:
Energy relative to the best compared isomer or geometry (same formula, charge and spin) (kcal per mole): 11.1
Orbital gap (eV): 7.835
M (u): 225.96
LUMO (eV): -5.702

Atomic partial charges in e from the Mulliken method, atoms 1 to 5: number 1, C, carries 0.13; number 2, H, carries 0.31; number 3, H, carries 0.31; number 4, C, carries 0.25; number 5, C, carries -0.91

---

(6)
Entry from the OMol25 dataset: a 3-piece molecular cluster, C3H5O3PS overall in a non-equilibrium geometry (ωB97M-V/def2-TZVPD).

The geometry in ORCA input format:
```
! RIJCOSX wB97M-V def2-TZVPD def2/J DEFGRID3
* xyz -2 1
O -3.42 -0.20 -1.14
C -2.56 0.37 -0.46
C -0.28 0.81 0.54
C -1.75 1.05 0.27
O 4.25 -4.64 -1.81
S -2.39 2.74 3.09
H 0.08 0.32 1.47
H -2.09 1.83 0.98
H -1.14 2.47 3.51
H 0.12 0.27 -0.36
O 4.70 -2.71 -3.27
H 0.20 1.87 0.41
P 4.29 -4.18 -3.24
*
```

Values from the calculation:
Energy relative to the best compared isomer or geometry (same formula, charge and spin) (kcal per mole): 18.9
Orbital gap (eV): 6.889
M (u): 152.11
LUMO (eV): 5.295

Atomic partial charges in e from the Mulliken method, atoms 1 to 5: number 1, O, carries -0.57; number 2, C, carries 0.68; number 3, C, carries -0.82; number 4, C, carries -0.15; number 5, O, carries -0.49

---

(7)
Entry from the OMol25 dataset: a 3-piece molecular cluster, C53H67N4O6S overall in a non-equilibrium geometry (ωB97M-V/def2-TZVPD).

The geometry in ORCA input format:
```
! RIJCOSX wB97M-V def2-TZVPD def2/J DEFGRID3
* xyz 1 1
N -0.74 2.64 -3.71
H 3.82 4.00 -0.40
C 4.59 3.74 -1.12
C -2.37 3.99 -2.33
N -4.10 -1.64 -0.28
H -5.51 3.98 -2.31
H 7.75 -0.92 -2.78
H 0.60 -0.11 0.78
C 1.99 1.66 -3.49
H -1.46 4.59 -2.21
H -2.82 -3.60 -2.74
H 0.06 2.96 -0.04
H -3.96 -0.90 -2.78
H -2.01 -0.56 -4.71
C -4.47 -5.75 4.85
H -4.84 -3.12 -1.61
H -5.23 5.70 0.70
O -3.79 -5.95 8.97
H 3.32 0.01 -3.50
C -3.91 -2.85 -1.11
H 11.99 -2.11 2.65
C 10.80 -2.59 0.31
C 0.76 0.75 -3.70
C -3.80 -3.61 9.27
H -4.17 4.27 -5.96
H -1.04 -1.25 -3.45
C -4.44 -3.36 5.03
H -4.91 3.55 -7.39
N -5.68 -2.61 1.28
H -3.42 2.89 -6.74
C -1.88 0.72 -1.52
C -2.13 3.10 -3.55
C 10.24 -3.71 -1.83
H -1.43 -0.97 -0.28
C 10.05 -2.63 -0.98
C 11.33 -1.30 2.37
H 5.66 1.85 -0.97
H -4.52 -2.38 4.57
H -3.58 -1.99 -4.08
C 9.61 0.76 1.63
H 11.75 -0.12 4.10
H 5.25 1.10 -3.07
C 9.74 -0.36 0.81
C -4.24 -5.86 6.21
C -4.65 -1.92 1.03
C -4.57 -4.50 4.26
C 10.61 -1.39 1.18
C 9.15 -1.62 -1.33
H -6.63 5.51 -1.05
H -4.78 -1.05 -0.74
H -1.76 1.72 -1.12
H 10.23 1.71 3.44
O -5.04 6.32 -0.01
H -3.17 -0.79 1.71
C -3.17 -1.53 -3.19
C -5.59 5.79 -1.20
H -4.71 0.72 -3.75
H 4.34 2.55 -3.39
C -5.20 2.42 -5.56
C 8.95 -0.44 -0.44
C -4.21 -3.46 6.39
C -0.10 0.55 0.28
H -2.88 0.40 -1.22
C 3.13 0.87 -2.86
N -3.89 -1.39 2.08
C 4.68 2.21 -1.28
H 2.33 2.02 -4.45
H -2.67 1.54 -4.79
H 8.10 -2.84 -4.30
H 0.85 -0.18 -3.14
C -4.38 3.33 -6.47
H -5.58 6.58 -1.95
H -1.86 -2.54 -1.74
C -3.89 -4.86 8.46
H -3.42 -2.64 12.49
C -4.11 -4.72 6.99
H 3.96 1.76 -0.60
H -3.60 -4.69 11.10
H 8.94 1.55 1.34
H -4.56 3.97 -0.83
H -3.65 -3.69 -0.47
C -4.05 -2.21 7.19
H -4.15 -6.83 6.68
C -4.31 1.69 -3.46
H -2.37 3.74 -4.40
H 2.80 0.48 -1.89
H -6.26 2.56 -5.78
C -3.64 -3.71 10.64
H -0.16 -0.65 -1.48
H 5.53 4.15 -0.78
H -4.77 -4.40 3.20
C -3.85 -2.35 8.66
C -3.74 -1.20 9.44
C 4.42 1.70 -2.71
C -0.87 -0.19 -0.80
C -0.55 1.38 -3.48
C -2.83 1.75 -3.73
H -4.94 1.38 -5.77
H -0.77 0.93 1.05
H 1.73 2.50 -2.85
O 11.54 -3.49 0.64
C -2.85 -2.66 -2.19
H -3.23 5.91 -2.05
C -3.56 4.96 -2.48
C 11.19 -0.19 3.18
H -2.51 3.43 -1.41
C 8.45 -1.70 -2.52
O -4.99 2.70 -4.19
C 9.55 -3.78 -3.03
H -4.54 1.85 -2.41
C -1.85 0.73 -3.05
H -3.79 5.11 -3.54
H 0.01 3.25 -4.00
O 8.16 0.43 -0.74
H 10.94 -4.49 -1.55
C -4.82 4.57 -1.71
C -1.96 -0.70 -3.63
H 9.71 -4.62 -3.69
H 4.34 4.23 -2.06
H -3.78 -0.23 8.96
H -6.13 -2.92 0.42
C 8.65 -2.78 -3.37
H -4.57 -6.64 4.25
H 0.75 0.46 -4.75
H -3.50 -0.42 11.42
C 10.33 0.84 2.81
S 0.89 1.96 -0.32
C -3.58 -1.31 10.81
C -3.54 -2.56 11.41
O -4.09 -1.12 6.67
H -4.49 -0.82 2.66
*
```

Values from the calculation:
Energy relative to the best compared isomer or geometry (same formula, charge and spin) (kcal per mole): 11.3
Orbital gap (eV): 7.759
M (u): 888.21
LUMO (eV): -3.045

Atomic partial charges in e from the Mulliken method, atoms 1 to 5: number 1, N, carries 0.17; number 2, H, carries 0.21; number 3, C, carries -1.20; number 4, C, carries -0.46; number 5, N, carries 0.10

---

(8)
Entry from the OMol25 dataset: C15H14BrMgN5O3 as an isolated structure in a non-equilibrium geometry (ωB97M-V/def2-TZVPD).

The geometry in ORCA input format:
```
! RIJCOSX wB97M-V def2-TZVPD def2/J DEFGRID3
* xyz 0 1
N -1.69 0.89 0.47
C 0.79 -1.70 -3.58
H 0.13 -2.51 -3.91
C 0.77 -1.22 -2.21
H 1.43 0.24 2.70
H -1.13 4.20 0.81
H 0.02 2.02 0.44
N 3.32 0.30 0.09
O -0.10 -1.60 -1.35
O -3.86 -2.15 2.47
Mg -0.71 -1.05 0.36
N -1.66 -1.92 3.03
H -3.61 0.00 0.62
H 3.50 0.81 -2.57
H 3.46 0.06 -4.75
H 3.98 0.93 2.09
H 4.16 0.31 -0.51
H -1.89 -2.49 3.82
N 1.23 -0.18 0.64
C 2.74 -0.35 -4.05
N -0.33 -2.03 2.52
C 2.75 0.10 -2.76
H -0.03 -3.02 2.42
C 2.10 -0.05 -0.41
C 1.81 -1.30 -4.44
C -1.04 2.08 0.54
C -3.75 2.11 0.86
H 0.35 -1.53 3.14
C -2.72 -2.03 2.06
C -1.71 3.29 0.74
C -3.03 0.94 0.60
H -4.79 2.08 1.07
C 1.90 0.21 1.75
H 1.97 -1.81 -5.46
C 3.20 0.52 1.46
C -3.08 3.33 0.92
C 1.86 -0.35 -1.82
Br -3.97 4.91 1.38
O -2.34 -2.00 0.83
*
```

Values from the calculation:
Energy relative to the best compared isomer or geometry (same formula, charge and spin) (kcal per mole): 0.2
Orbital gap (eV): 7.530
M (u): 416.52
LUMO (eV): -0.027

Atomic partial charges in e from the Mulliken method, atoms 1 to 5: number 1, N, carries -0.13; number 2, C, carries -0.77; number 3, H, carries 0.39; number 4, C, carries 0.51; number 5, H, carries 0.55